(1)
Here is a 2-piece molecular cluster, C24H31BClN2O10PS overall in a non-equilibrium geometry from the OMol25 dataset. Energies are from wB97M-V/def2-TZVPD.

Structure (ORCA input):
```
! wB97M-V def2-TZVPD RIJCOSX def2/J DEFGRID3
* xyz 0 1
C 2.3202 3.2124 -0.7737
C 3.1977 2.0976 -1.5494
O 3.5454 2.2666 -2.7502
O 3.6073 0.8714 -0.8834
C 2.8408 -0.2649 -1.4358
C 1.2895 0.0761 -1.2862
C 0.5458 0.1731 0.1012
C -0.9893 0.5179 0.2100
C -1.6147 0.5231 1.6747
C -2.4344 -0.8627 1.9245
C -2.2307 -1.9464 0.7410
O -3.8146 -0.5429 2.2059
C -4.6163 -1.7114 2.5082
C -5.7271 -1.8487 1.3510
C -5.5350 -2.7224 0.0571
C -6.7009 -2.7155 -0.9965
C -7.9970 -1.8715 -0.7696
C -8.2158 -1.0188 0.5073
C -7.0478 -1.0224 1.5612
C -1.8522 0.8288 -1.0850
P -3.6859 1.2902 -1.0663
O -4.1901 1.8169 0.4899
Cl -4.0112 3.0348 -2.2770
C -1.0952 0.7159 -2.4290
C 0.4166 0.3315 -2.5342
C 0.7282 0.2931 -4.1016
O 1.7827 0.4813 -4.7320
N -0.6233 -0.0998 -4.6381
B -0.7460 -1.5161 -4.1628
N -1.9978 -2.1458 -3.6132
O 0.4399 -2.3419 -4.2898
C -1.5306 0.8784 -3.9533
O -2.3438 1.6096 -4.5390
H 1.2274 2.8451 -0.7876
H 2.3713 4.2334 -1.2826
H 2.6207 3.3160 0.3294
H 3.1526 -0.3516 -2.5296
H 3.1646 -1.2104 -0.8640
H 1.1663 -0.0221 1.0492
H -0.7245 0.4710 2.4140
H -2.1985 1.4563 1.9573
H -1.9960 -1.3689 2.8727
H -2.7138 -2.9676 0.9974
H -1.1147 -2.1963 0.5621
H -2.7444 -1.6245 -0.2450
H -5.1962 -1.4741 3.4756
H -4.0218 -2.6677 2.6951
H -4.5746 -3.3292 -0.1241
H -6.6071 -3.3370 -1.9602
H -8.8323 -1.8551 -1.5535
H -9.1664 -0.4049 0.7183
H -7.1782 -0.3997 2.5161
H -3.5912 2.5500 0.7936
H -2.2412 -2.9523 -4.2281
H -1.7694 -2.5762 -2.6930
H 0.5132 -2.9469 -3.5206
C 7.8499 0.8431 4.7951
C 8.4349 1.5247 3.5724
O 7.8435 1.0392 2.3683
S 6.3783 1.5871 1.9518
C 6.3844 0.9935 0.2850
O 6.4053 3.0266 1.9320
O 5.3838 0.8556 2.6941
H 6.8048 1.1262 4.9396
H 8.4036 1.1229 5.6942
H 7.8779 -0.2435 4.6832
H 8.3386 2.6121 3.6414
H 9.5024 1.2990 3.5130
H 7.1723 1.5038 -0.2683
H 5.4104 1.2183 -0.1538
H 6.5498 -0.0835 0.2938
*
```

Values from the calculation:
E_LUMO   -1.37 eV
SMILES   CC(=O)OCc1cc(C[C@H](C)OCc2ccccc2)c(P(O)Cl)c2c1C(=O)N(B(N)O)C2=O.CCOS(C)(=O)=O
Frontier orbital gap   0.2731 Ha
E   -3019.334186 a.u.

Here are the Mulliken charges for atoms 1 to 6, given in e:
1. C -0.658
2. C 0.777
3. O -0.536
4. O -0.446
5. C -0.766
6. C -0.148

=====

(2)
Here is an isolated molecule of C5H4N2 in a non-equilibrium geometry from the OMol25 dataset. Energies are from wB97M-V/def2-TZVPD.

Structure (ORCA input):
```
! wB97M-V def2-TZVPD RIJCOSX def2/J DEFGRID3
* xyz 0 1
C -2.9648 -0.0288 0.0527
C -1.6894 0.1025 -0.1310
C -0.2866 -0.0738 -0.0482
N 0.4143 -1.1232 -0.0220
C 1.7023 -0.7423 0.0125
C 1.8356 0.5666 0.0753
N 0.6114 1.0159 -0.0582
H -4.1396 -0.0881 0.5478
H 2.5053 -1.5489 0.0176
H 2.6344 1.3972 0.4389
H 0.2374 2.0453 -0.2097
*
```

Values from the calculation:
E_LUMO   0.74 eV
SMILES   C#Cc1ncc[nH]1
Energy above the lowest of the compared OMol25 structures with the same formula, charge and spin   83.6 kcal/mol
Frontier orbital gap   0.3418 Ha
E   -302.295017 a.u.

Here are the Mulliken charges for atoms 1 to 6, given in e:
1. C -0.369
2. C -0.256
3. C 0.555
4. N -0.537
5. C -0.350
6. C -0.069

=====

(3)
Here is C5H9LuO3 as an isolated structure in a non-equilibrium geometry from the OMol25 dataset. Energies are from wB97M-V/def2-TZVPD.

Structure (ORCA input):
```
! wB97M-V def2-TZVPD RIJCOSX def2/J DEFGRID3
* xyz 1 2
H -0.2784 0.7232 0.7295
C 0.7323 -1.2199 -3.0304
O -0.0542 -0.6453 -2.0209
C 0.3556 0.6574 -1.6738
C -0.4716 1.1745 -0.5308
H 0.3542 -2.2318 -3.2199
H 0.6788 -0.6327 -3.9634
H 1.7909 -1.2881 -2.7221
H 0.2630 1.3218 -2.5544
H 1.4287 0.6468 -1.3970
H -1.5448 1.0273 -0.7062
H -0.3648 2.2626 -0.4385
O 0.8283 0.6946 3.4585
C -0.1282 0.2195 2.6777
C -1.1135 -0.5903 3.1353
O -1.0243 -1.1192 4.3962
Lu 0.5061 -0.1105 5.3517
H -1.9581 -0.8899 2.5086
*
```

Values from the calculation:
E_LUMO (alpha / beta)   -6.93 / -7.11 eV
<S²>   0.768
Energy above the lowest of the compared OMol25 structures with the same formula, charge and spin   54.8 kcal/mol
Frontier orbital gap (alpha / beta)   0.1675 / 0.1639 Ha
E   -1656.718835 a.u.

Here are the Mulliken charges for atoms 1 to 6, given in e:
1. H -0.087
2. C -0.687
3. O -0.302
4. C -0.228
5. C -0.660
6. H 0.234

=====

(4)
Here is an isolated molecule of C19H19ClN4O3 in a non-equilibrium geometry from the OMol25 dataset. Energies are from wB97M-V/def2-TZVPD.

Structure (ORCA input):
```
! wB97M-V def2-TZVPD RIJCOSX def2/J DEFGRID3
* xyz 0 1
N -4.3837 -0.4831 -5.1840
C -3.0953 -0.3880 -4.7249
N -2.2846 -0.5051 -5.7153
C -0.9795 -0.4743 -5.4184
N -0.4810 -0.3507 -4.1818
C -1.3775 -0.2686 -3.1990
C -2.7369 -0.2263 -3.4350
C -3.4331 -0.0396 -2.1785
C -2.4944 -0.0198 -1.1772
N -1.2219 -0.1695 -1.8007
C 0.0916 -0.2718 -1.1276
C -0.0240 -0.1846 0.3938
C 1.3753 0.2187 0.9005
C 1.3622 1.0994 2.1887
O 2.6866 1.4966 2.4878
C 3.2625 0.6260 3.5021
C 2.0910 0.0000 4.1377
C 1.9435 -0.7797 5.2742
C 0.6562 -1.2274 5.6763
Cl 0.5806 -2.2341 7.1078
C -0.4727 -0.9163 4.9496
C -0.3164 -0.1603 3.7836
C 0.9581 0.2956 3.3741
C 2.0092 0.9221 -0.2879
O 3.1982 0.1738 -0.5556
C 1.0249 0.9144 -1.4460
O 1.7309 0.7258 -2.6716
H -4.4650 -0.3611 -6.1604
H -5.1504 -0.1773 -4.5552
H -0.3214 -0.5979 -6.2521
H -4.5032 0.0397 -2.0835
H -2.6685 0.0271 -0.0860
H 0.6627 -1.1751 -1.4094
H -0.7089 0.6159 0.6979
H -0.4013 -1.1251 0.8313
H 1.9329 -0.6890 1.1173
H 0.7369 1.9865 2.0302
H 3.8869 -0.1305 3.0137
H 3.8937 1.2260 4.1666
H 2.8162 -1.0351 5.8749
H -1.4741 -1.2241 5.2835
H -1.1816 0.1033 3.1678
H 2.2014 1.9797 -0.0108
H 3.4312 0.4815 -1.4796
H 0.4843 1.9015 -1.4501
H 1.1585 0.3806 -3.3688
*
```

Values from the calculation:
E_LUMO   0.54 eV
SMILES   Nc1ncnc2c1ccn2[C@@H]1C[C@H]([C@@H]2OCc3cc(Cl)ccc32)[C@@H](O)[C@H]1O
Energy above the lowest of the compared OMol25 structures with the same formula, charge and spin   34.8 kcal/mol
Frontier orbital gap   0.3314 Ha
E   -1640.374811 a.u.

Here are the Mulliken charges for atoms 1 to 6, given in e:
1. N -0.469
2. C 0.377
3. N -0.680
4. C -0.475
5. N -0.544
6. C 0.462